Here is a 3-piece molecular cluster, C3H12O2S overall at a distorted geometry from OMol25. Energies are from wB97M-V/def2-TZVPD.

Structure (XYZ):
```
18
Properties=species:S:1:pos:R:3:forces:R:3:lowdin_charge:R:1
C 1.4193 1.0787 1.4676 -0.92 1.06 1.31 -0.16
C 1.2807 0.3211 2.8550 -2.79 2.52 -1.19 -0.47
S -0.3223 -0.7037 2.8341 1.04 0.23 0.08 0.74
C -1.5535 0.3721 2.0655 -1.75 2.34 3.04 -0.48
H 2.2501 0.8096 0.8024 -0.14 -0.19 0.56 0.06
H 1.4835 2.1954 1.7095 -0.20 -1.46 -0.76 0.09
H 0.4615 0.8182 0.9903 0.75 0.79 -0.52 0.01
H 1.2131 1.0598 3.7078 0.32 -1.08 -0.91 0.08
H 2.0709 -0.3281 2.8909 1.73 -1.87 0.89 0.01
H -2.4654 0.4599 2.7700 1.52 -0.22 -0.27 0.05
H -1.2963 1.4752 1.9869 0.09 -1.56 -0.37 0.07
H -2.1134 -0.0132 1.2650 0.34 -0.57 -1.88 0.00
O 0.8128 -1.3081 -5.9978 1.39 -1.17 -1.69 -0.04
H 1.0440 -2.2058 -6.3237 0.55 1.01 -0.56 0.05
H 0.2359 -1.6513 -5.3633 -1.94 0.19 2.28 -0.02
O -1.3301 -0.5261 -2.7381 -1.65 -0.93 -0.32 -0.12
H -0.9427 -0.9352 -1.9290 -1.05 0.13 -0.98 0.04
H -2.2480 -0.9183 -2.9930 2.71 0.76 1.29 0.09
```
Forces are in eV/Å.

Largest force on an atom in hartree/bohr: 0.0821
SMILES: CCSC.O.O
Total charge: 0

Here is one molecule with the formula C24H28N4O6 at a distorted geometry from OMol25. Energies are from wB97M-V/def2-TZVPD.

Structure (XYZ):
```
62
Properties=species:S:1:pos:R:3:forces:R:3:lowdin_charge:R:1
C 3.5499 2.6248 -6.1077 0.15 0.18 -0.10 -0.09
O 2.7284 1.6532 -5.5053 -0.21 -0.21 0.20 -0.08
C 2.3018 1.8568 -4.2328 -0.09 -0.05 0.17 -0.28
C 2.6073 2.9675 -3.4509 0.14 -0.01 -0.41 -0.01
C 2.1187 3.0599 -2.1622 -0.16 -0.27 0.21 -0.03
C 1.3334 2.0526 -1.6024 0.19 0.05 -0.34 -0.22
C 0.8702 2.1878 -0.2291 -0.24 -0.28 0.48 0.02
C 0.6450 1.1922 0.6400 -0.16 0.34 -0.09 -0.15
N 0.9102 -0.1511 0.3603 0.30 0.05 -0.16 0.14
C 0.2004 -1.1603 0.9276 0.03 -0.05 -0.27 -0.41
O -0.8224 -0.9746 1.5567 0.02 -0.04 0.12 0.09
C 0.7557 -2.5286 0.6969 -0.01 -0.36 0.07 -0.11
C 0.5862 -3.4639 1.7162 0.02 0.20 -0.18 0.02
C 1.0673 -4.7492 1.5730 0.15 -0.26 -0.14 0.03
C 1.7072 -5.1009 0.3905 -0.47 1.26 0.11 -0.14
N 2.2128 -6.4434 0.2276 0.19 -0.50 -0.08 -0.36
O 2.7693 -6.7104 -0.8159 0.14 -0.11 -0.23 0.08
O 2.0503 -7.2198 1.1431 -0.02 -0.21 0.20 0.09
C 1.8629 -4.1868 -0.6447 0.12 -0.37 0.03 0.02
C 1.3889 -2.8992 -0.4884 -0.12 0.06 0.28 -0.01
C 0.2691 1.4613 2.0775 0.07 0.45 -0.19 -0.47
O 0.9541 1.0358 2.9856 0.06 -0.25 0.22 0.08
N -0.7842 2.2869 2.2185 0.02 0.07 -0.12 0.07
C -1.3630 2.5924 3.5055 -0.03 -0.03 0.23 -0.16
C -2.4646 1.6005 3.9210 0.03 0.00 -0.25 -0.14
C -3.2207 1.0160 2.7216 0.11 -0.05 0.19 -0.19
N -3.4989 2.0072 1.6912 -0.26 -0.02 -0.02 -0.20
C -3.8333 1.3967 0.4146 -0.05 0.26 -0.28 -0.16
C -3.9545 2.4976 -0.6396 0.11 -0.39 -0.02 -0.20
O -4.9394 3.4405 -0.2883 -0.15 0.02 -0.04 -0.13
C -4.6576 4.0103 0.9686 -0.06 0.03 0.36 -0.19
C -4.5483 2.9427 2.0579 0.02 0.27 -0.28 -0.16
C 1.0092 0.9561 -2.4084 0.00 0.13 -0.08 -0.04
C 1.4820 0.8602 -3.6973 0.15 0.06 -0.21 0.00
H 3.0374 3.5884 -6.1908 0.02 -0.03 0.02 0.10
H 3.7690 2.2472 -7.1050 0.01 0.07 0.07 0.09
H 4.4869 2.7560 -5.5571 -0.05 0.00 -0.01 0.10
H 3.2207 3.7662 -3.8370 0.06 0.05 -0.06 0.10
H 2.3661 3.9266 -1.5668 0.02 0.09 0.06 0.12
H 0.7534 3.1993 0.1337 -0.02 0.05 0.15 0.12
H 1.7068 -0.3561 -0.2268 -0.06 -0.06 0.18 0.14
H 0.0766 -3.1579 2.6166 -0.04 0.00 0.07 0.13
H 0.9557 -5.4856 2.3539 0.00 0.00 0.02 0.12
H 2.3519 -4.4998 -1.5546 0.00 0.00 -0.02 0.12
H 1.4924 -2.2001 -1.3053 0.02 0.07 -0.08 0.11
H -1.4403 2.3867 1.4537 0.15 -0.06 -0.01 0.12
H -0.5570 2.5814 4.2416 -0.11 0.13 -0.05 0.12
H -1.7742 3.6031 3.4404 0.06 -0.05 0.07 0.11
H -3.1466 2.1050 4.6072 0.01 -0.02 0.09 0.10
H -2.0150 0.7622 4.4530 -0.04 -0.01 0.09 0.11
H -4.1449 0.5317 3.0775 0.02 -0.02 -0.08 0.13
H -2.5935 0.2464 2.2684 -0.10 0.05 0.03 0.09
H -3.0401 0.7002 0.1333 0.00 -0.03 0.00 0.12
H -4.7860 0.8420 0.4673 0.06 -0.02 0.00 0.13
H -4.2586 2.0818 -1.6016 0.09 0.00 0.04 0.13
H -2.9803 3.0006 -0.7534 -0.05 -0.06 -0.01 0.12
H -5.4760 4.7000 1.1812 0.09 0.00 0.04 0.13
H -3.7108 4.5710 0.9183 -0.08 -0.01 0.03 0.13
H -4.2958 3.4174 3.0065 -0.04 0.03 0.05 0.12
H -5.5220 2.4325 2.1655 0.06 0.01 0.04 0.13
H 0.3386 0.1961 -2.0361 -0.03 -0.07 0.01 0.11
H 1.2264 0.0198 -4.3235 -0.05 -0.10 -0.08 0.12
```
Forces are in eV/Å.

Largest force on an atom in hartree/bohr: 0.0263
SMILES: COc1ccc(/C=C(\NC(=O)c2ccc([N+](=O)[O-])cc2)C(=O)NCCCN2CCOCC2)cc1
Total charge: 0

Computed values of highest occupied orbital energy (unit: eV) for the preceding records, in sequence: -8.57, -8.30.
Computed values of energy relative to the best compared isomer or geometry (same formula, charge and spin) (unit: kcal/mol) for the preceding records, in sequence: 43.4, 74.7.
Computed values of molar mass (unit: g mol⁻¹) for the preceding records, in sequence: 112.19, 468.51.